The following is a DFT calculation (wB97M-V/def2-TZVPD) of 16 unconnected molecules or ions with the total composition C16H64N32O16 in a non-equilibrium geometry.

The geometry in XYZ format:
```
128
Properties=species:S:1:pos:R:3:forces:R:3
C 2.554581 -1.465730 -3.154123 -0.118 0.369 -1.115
O 2.003970 -1.607670 -2.096189 -1.200 -0.525 2.933
N 3.838757 -1.538381 -3.343677 3.634 -0.800 1.685
N 1.964625 -1.188675 -4.270092 -3.082 0.576 -3.262
H 4.231491 -1.443575 -2.418002 1.502 0.014 -0.364
H 4.304210 -1.226967 -4.184184 0.050 0.136 0.576
H 0.958652 -1.100014 -4.286198 0.078 0.344 -0.330
H 2.525979 -1.114583 -5.106443 -0.719 0.154 0.042
C 3.140649 2.694814 -2.954686 0.735 5.442 -1.406
O 2.310248 3.299358 -3.618193 -1.251 0.849 -2.201
N 2.864400 1.717119 -2.245387 -3.016 -5.676 2.083
N 4.319603 3.177010 -2.697823 3.548 1.552 -0.378
H 3.554220 1.305073 -1.633453 -0.502 -0.708 0.218
H 1.926501 1.476865 -2.533019 -0.149 -1.401 1.192
H 4.550413 4.138762 -2.902402 0.014 -0.384 0.044
H 4.828442 2.638078 -2.011719 0.949 0.536 0.218
C -4.943014 2.415578 0.929268 -1.199 -2.774 -1.837
O -5.603236 1.585847 0.301246 -0.406 -0.161 -0.154
N -5.430028 3.544160 1.396139 0.054 1.715 1.034
N -3.651604 2.240181 1.198961 0.881 -0.534 0.161
H -6.418608 3.749719 1.372695 0.472 -0.082 0.230
H -4.745763 3.871269 2.063128 -1.024 1.368 0.416
H -3.195976 3.018757 1.653167 0.792 -0.033 0.248
H -3.160027 1.440455 0.826279 -0.016 -0.112 0.004
C 0.196821 -4.281957 1.291831 0.943 -0.934 0.819
O 0.557699 -5.193753 1.965287 0.373 -3.587 2.798
N 1.146695 -3.560516 0.765137 1.239 3.083 -2.770
N -1.074042 -3.990765 1.154433 -2.988 1.101 -0.451
H 2.084877 -3.934524 0.771287 -0.424 -0.131 -0.022
H 0.859589 -2.989050 -0.016588 0.527 0.321 -0.205
H -1.420578 -3.215938 0.607031 0.199 0.012 0.177
H -1.660310 -4.397220 1.869410 0.044 0.089 -0.355
C 3.554072 1.860389 1.029370 -2.388 3.722 0.035
O 2.423301 1.497327 1.086949 -5.233 -1.644 0.437
N 4.553982 1.155000 0.984750 6.868 -7.248 0.118
N 3.959937 3.088415 0.942489 -0.096 4.728 -0.254
H 5.373999 1.600724 0.598731 0.914 -0.856 -0.116
H 4.554959 0.164636 1.182932 0.091 0.379 -0.631
H 4.968334 3.139725 0.966797 -0.278 1.447 0.056
H 3.344946 3.884779 1.030269 0.306 -0.254 -0.078
C -1.261734 -3.807649 -2.476701 1.473 -0.093 -1.966
O -1.796183 -4.844480 -2.263084 -1.766 -3.320 0.981
N -0.245619 -3.689862 -3.338972 2.069 -0.682 -1.898
N -1.572655 -2.668981 -1.980740 -2.097 3.782 3.329
H -0.019231 -4.525372 -3.859327 0.110 0.399 0.030
H 0.101991 -2.787623 -3.630921 -0.027 -0.493 0.104
H -2.429293 -2.616939 -1.448248 -0.045 0.183 -0.091
H -1.221143 -1.775696 -2.294701 0.031 -0.269 -0.130
C -2.086164 -0.689423 -4.496154 0.526 -0.171 0.055
O -1.257859 -0.448480 -3.606550 0.091 0.448 -0.245
N -1.897988 -0.518241 -5.749142 1.914 0.836 -4.410
N -3.284433 -1.169921 -4.312940 -3.504 -1.069 3.947
H -1.194759 0.124815 -6.083884 0.680 0.010 -0.740
H -2.621969 -0.772699 -6.405803 0.286 0.344 0.179
H -4.009057 -1.395875 -4.979251 0.625 0.414 -0.090
H -3.607985 -0.844386 -3.413253 -0.659 -0.929 0.368
C -1.307567 3.704571 2.829000 4.875 1.379 -0.925
O -2.362614 4.201034 2.577356 -3.709 2.128 0.166
N -0.137596 4.363763 2.967075 0.022 2.090 0.461
N -1.078550 2.433164 2.731590 -1.645 -3.979 0.279
H -0.132329 5.372084 2.909146 -0.058 -0.295 0.009
H 0.750672 3.896829 3.081337 0.218 -0.088 0.152
H -0.195735 1.963181 2.872557 -0.279 0.195 0.134
H -1.964663 1.959461 2.834084 0.549 -0.965 -0.105
C -4.641257 -1.798092 0.391904 -0.808 -0.377 0.060
O -4.455021 -1.697342 -0.772649 0.266 2.529 -3.370
N -4.207905 -2.876852 0.973706 2.203 -4.620 2.445
N -5.318812 -1.132265 1.341784 -1.401 2.204 0.603
H -3.589964 -3.479378 0.449097 -0.608 -0.310 0.040
H -4.828861 -3.253120 1.675797 0.912 -0.670 -0.075
H -5.834366 -0.292040 1.121940 -0.152 0.071 -0.176
H -5.660625 -1.800828 2.017276 -0.401 1.041 0.171
C -0.743643 -0.188940 -0.142315 -0.271 1.426 -0.647
O -1.929709 -0.340944 -0.057139 -4.152 -0.890 0.829
N -0.137677 0.241945 -1.207109 1.100 0.587 -2.841
N 0.112537 -0.247047 0.822704 2.544 -0.665 4.112
H 0.832858 -0.035582 -1.173478 -0.003 0.228 -1.170
H -0.690334 0.313170 -2.049484 0.539 -0.053 -0.115
H -0.207650 -0.373266 1.772259 0.003 -0.156 0.026
H 0.836795 0.444959 0.693588 0.576 -0.147 0.612
C 4.385685 -2.570906 0.706055 4.211 -4.260 1.563
O 5.256629 -2.934908 1.485467 1.644 0.053 0.933
N 4.234885 -3.149239 -0.431143 -0.807 -2.585 -5.399
N 3.509647 -1.759158 1.038162 -4.752 5.790 2.516
H 3.426244 -2.961499 -1.006433 -0.055 0.236 -0.025
H 4.676180 -4.031917 -0.646158 0.273 0.404 0.426
H 3.735968 -1.314440 1.916293 -0.836 0.022 -0.004
H 2.657200 -1.566066 0.532055 0.164 0.292 0.172
C 0.988060 -3.078938 5.677060 -1.818 -0.619 0.107
O -0.120728 -3.368612 6.089468 -1.119 0.379 0.847
N 2.104375 -3.553829 6.196060 2.280 -1.446 2.259
N 1.246775 -2.324159 4.647620 0.803 1.764 -2.588
H 2.963261 -3.094415 5.928928 -0.087 -0.159 0.423
H 1.986762 -3.796165 7.169472 0.418 -0.314 -0.181
H 2.113348 -2.584695 4.198993 -0.299 0.650 -0.544
H 0.526363 -1.801977 4.169672 -0.029 -0.300 -0.296
C -1.845297 -0.662032 4.060715 4.221 0.041 3.239
O -0.670697 -0.508258 3.721388 1.935 0.294 -0.119
N -2.727560 -0.717577 3.226642 -6.048 0.205 -6.404
N -2.200527 -0.779019 5.298597 0.174 -0.534 5.238
H -3.693983 -0.894281 3.460958 0.229 0.166 -0.680
H -2.388095 -0.448271 2.314320 -1.013 -0.377 -0.834
H -3.122440 -0.857460 5.703590 0.051 -0.019 -0.767
H -1.479725 -1.123104 5.916788 0.038 0.028 0.063
C 0.596235 1.828450 -6.370720 -0.310 -0.104 -0.476
O -0.102828 1.184985 -7.117637 -1.627 -1.713 -1.921
N 1.636857 2.521842 -6.729281 2.931 1.570 -2.677
N 0.440562 1.954070 -5.110789 -1.818 -0.474 4.536
H 1.819517 2.567664 -7.721569 0.421 0.221 0.447
H 2.208497 2.919006 -5.997434 0.302 0.251 -0.565
H 1.003440 2.652188 -4.646154 -0.202 -0.088 1.006
H -0.327067 1.510456 -4.627011 0.228 0.256 0.026
C -1.887528 3.139083 -2.084857 -0.137 0.693 0.120
O -1.387100 3.800213 -2.962946 0.946 0.560 -1.764
N -1.993417 3.575412 -0.866614 0.566 2.710 3.377
N -2.385377 1.945733 -2.232246 -1.007 -2.733 -2.422
H -2.619639 3.217464 -0.159632 0.287 0.139 -0.375
H -1.587336 4.497779 -0.800018 -0.306 -0.073 0.638
H -2.301033 1.716284 -3.212215 -0.588 -0.907 0.342
H -2.880403 1.399022 -1.542200 0.214 -0.053 -0.261
C 1.918580 2.059173 4.284790 1.909 6.579 5.304
O 2.382371 3.053469 3.755798 1.859 2.509 -0.385
N 1.716287 1.973543 5.600633 0.033 -0.095 1.847
N 1.458783 1.171969 3.613111 -2.987 -7.131 -5.116
H 1.305817 1.098727 5.894412 0.298 0.493 0.828
H 2.036730 2.733758 6.183284 -0.270 -0.547 0.089
H 0.737410 0.550385 3.949788 0.149 -0.616 -0.556
H 1.791645 1.407876 2.689176 -0.621 -1.302 -1.683
```
Positions in Å, forces in eV/Å.

Its HOMO-LUMO gap (spin up / spin down) is 2.08 / 8.77 eV. The total charge is -1. As for the multiplicity: 2. The calculation puts the largest force on an atom at 9.99 eV Å⁻¹. The calculated total energy comes out at -98083.0625 eV. The expectation value of S² is 0.75. The calculation puts the LUMO energy (spin up / spin down) at 1.60 / 1.60 eV.

Results of the Löwdin charge analysis, in e, for atoms 1 through 6: -0.826 0.016 0.170 0.199 0.072 0.100